[1]
Density functional theory data (wB97M-V/def2-TZVPD) for C23H44NOP3Pb as an isolated structure.

Charge: +4
Spin multiplicity: 1
HOMO-LUMO gap (spin up / spin down) in eV: 5.300 / 3.841
Energy relative to the best compared isomer or geometry (same formula, charge and spin) in kcal/mol: 0.0

Geometry as XYZ:
```
73
Properties=species:S:1:pos:R:3:forces:R:3
Pb -0.96796 -0.28353 -0.52145 -0.9943 -1.6991 0.9239
P 2.24858 -0.39814 -1.51148 2.7114 -1.0132 -0.3873
P -0.44762 2.90409 -0.88571 0.1653 0.6062 0.2225
P 1.87790 1.12970 1.56253 2.1548 0.4915 1.7552
O -2.19028 -1.99936 -1.32127 0.6587 0.2769 -1.6307
N -2.00288 -0.24966 1.72693 0.2926 0.2370 -0.1800
C 3.84067 0.53737 -1.59266 -0.5275 0.8149 0.3151
C -1.38378 -3.26202 -3.18731 0.6426 -0.6655 -0.8303
C -2.97523 0.68115 1.92358 0.3198 -0.2254 0.3155
C -1.23567 -3.37773 -4.56514 0.5186 -0.6787 1.2939
C -1.81560 2.36665 -1.94516 -0.2740 -0.6994 -0.1051
C -1.54172 -0.93103 2.80764 -0.1498 0.0397 -0.1125
C -3.49274 0.95264 3.17998 -0.1144 0.1739 -0.7986
C -2.12089 -2.17623 -2.64001 -0.4530 0.1404 1.6022
C -3.06931 0.20972 4.28318 -0.2649 -0.1602 0.5724
C -1.11691 3.99108 0.36177 0.0924 0.1605 0.1633
C 2.84941 2.66939 1.27901 -0.5076 -0.0251 -0.9828
C -3.70063 0.41094 5.63033 0.2309 0.1787 0.1519
C -1.87366 -2.48436 -5.42780 0.0125 -0.3518 -0.4230
C -2.58224 -1.40190 -4.89494 -0.9127 1.2530 0.8921
C 0.37848 -4.96821 0.89500 0.2727 0.8465 0.1126
C -2.06515 -0.74354 4.08033 0.3187 -0.2071 -0.4410
C 3.21191 0.05204 2.21676 -0.3339 -0.7020 -0.6807
C 2.00203 -0.76910 -3.28996 -1.0731 0.5071 -0.2117
C 1.23632 -4.25165 1.64556 -0.2236 -0.1022 -0.6575
C 0.79444 3.61052 -1.95385 0.2753 0.0532 0.0596
C -2.75509 -1.26031 -3.52476 -0.1597 0.4148 -1.0773
C 3.00578 -1.99491 -0.98344 -0.7461 -0.1447 0.7220
C 1.03130 1.52485 3.13942 -1.0662 -0.2610 -0.3827
H -3.03337 0.07547 6.43248 -0.1924 0.0566 -0.1723
H -0.92613 -3.97638 -2.49862 -0.1334 0.1876 -0.2465
H 1.61263 4.03695 -1.36181 -0.1386 -0.0269 -0.1364
H -0.60521 -4.17067 -4.96659 -0.3296 0.0572 0.0596
H 3.65319 0.54135 3.09831 -0.1853 -0.0531 -0.2472
H -1.59205 4.85318 -0.12243 0.0355 -0.1000 0.1305
H 3.41160 2.92204 2.18761 -0.1868 -0.1730 -0.1223
H -3.94260 1.46921 5.78950 0.0157 -0.2531 -0.0256
H -1.85908 3.43889 0.95746 0.1500 0.1992 -0.1442
H 2.17698 3.49792 1.02340 0.2431 -0.0120 0.1475
H -0.31175 4.34322 1.02084 -0.2136 -0.0105 -0.1322
H 0.86323 -3.45709 2.31086 0.1790 -0.4481 -0.1935
H 2.23540 -2.67680 -0.59978 0.3222 -0.1035 -0.0842
H 0.10871 2.07830 2.92980 0.0916 0.0156 0.2718
H -4.25222 1.73110 3.27718 0.1545 -0.3091 0.0405
H -1.68245 -1.35284 4.90291 -0.1767 0.2262 -0.2355
H -3.34496 1.20062 1.03676 0.0071 -0.0920 0.2047
H 2.76811 -0.91218 2.50492 0.3140 0.1985 0.0288
H 3.54614 2.51773 0.44391 -0.1011 0.1226 0.2745
H 2.83133 -1.38967 -3.65297 -0.1209 0.2018 0.2188
H 3.50360 -2.44645 -1.85355 -0.1341 0.1915 0.2622
H 1.96268 0.16545 -3.86287 0.0110 -0.2202 0.0040
H -3.02442 -0.66356 -5.57040 0.0013 -0.3685 0.2221
H 3.64380 1.59130 -1.82107 0.2724 -0.1316 -0.0652
H -2.54560 1.72983 -1.41053 0.0964 0.4610 -0.1355
H 0.75962 0.59370 3.65181 0.0766 0.2360 -0.0839
H 1.05627 -1.30697 -3.43939 0.2174 0.0153 -0.1098
H 0.68918 -5.76864 0.21033 -0.0639 0.3362 0.4743
H -2.37194 3.24906 -2.30254 0.2665 -0.0638 0.1970
H 3.74245 -1.80898 -0.18912 -0.2762 -0.1253 -0.2332
H -3.40697 -0.48575 -3.10401 0.2744 -0.2548 -0.2219
H -0.69035 -4.71160 0.91693 0.4174 -0.4030 0.0916
H 4.47542 0.11201 -2.38238 -0.2548 -0.0204 0.1607
H -4.64068 -0.15424 5.72004 0.2353 0.0744 -0.1661
H 0.33987 4.39973 -2.56363 0.0690 -0.0740 0.0410
H 3.98759 -0.11981 1.45721 -0.1852 0.0394 0.3608
H 4.37272 0.47575 -0.63368 -0.1605 0.0128 -0.3208
H 1.68601 2.12808 3.78238 0.0196 -0.1329 -0.2926
H 0.23978 1.86129 -0.10576 -0.6216 0.7712 -0.8559
H -1.87739 -2.67286 -6.50383 0.1443 0.1955 0.2820
H -0.74336 -1.65879 2.62440 -0.3458 0.1944 0.0728
H 2.32609 -4.40263 1.62201 -0.6091 -0.1139 0.1425
H -1.47142 1.81305 -2.83413 0.0437 0.2163 0.2572
H 1.19006 2.82225 -2.60906 -0.0940 0.2214 0.0791
```
Positions in Å, forces in eV/Å.

Mulliken atomic charge list, values in e, 6 entries: number 1, Pb, carries 1.5661; number 2, P, carries 0.7397; number 3, P, carries 1.0665; number 4, P, carries 0.7621; number 5, O, carries -0.8537; number 6, N, carries -0.1370



[2]
Density functional theory data (wB97M-V/def2-TZVPD) for a 7-piece molecular cluster, C22H25F2N5 overall.

Charge: -1
Spin multiplicity: 2
HOMO-LUMO gap (spin up / spin down) in eV: 2.286 / 6.886
Expectation value of S²: 0.76
Energy relative to the best compared isomer or geometry (same formula, charge and spin) in kcal/mol: 0.0

Geometry as XYZ:
```
54
Properties=species:S:1:pos:R:3:forces:R:3
F 0.00480 2.51416 5.28633 -0.0873 0.2386 -0.3427
F -3.96712 -1.61757 3.92724 0.1337 -0.4151 -0.3485
N 1.13060 -0.07212 -1.29894 -1.9616 -1.8957 -1.2381
N -1.23086 1.12207 -4.08892 -0.9666 -1.7358 -1.5501
N -6.09730 -4.72566 -1.22365 -1.5056 -0.6146 -0.7069
N 5.16205 -0.72945 -5.54697 2.0259 -0.2815 -1.3372
N 3.32934 2.85249 -3.01642 1.2868 -2.3125 5.1778
C -0.83850 1.91622 -3.38889 2.1585 3.3307 2.7186
C 0.62881 2.41707 1.71061 -0.6107 -0.1079 -0.1305
C 0.32469 2.92461 4.04374 1.2018 1.8768 -0.0434
C -3.86059 -3.89437 -0.12055 -1.1167 -0.7355 0.0643
C 1.18729 4.59279 2.51195 -0.3713 -0.2424 0.7777
C -5.13015 -4.37757 -0.74147 2.3531 1.1264 0.7386
C 0.24346 2.08901 2.98425 -0.9227 -2.4023 0.4046
C -2.37190 -1.38872 2.16416 -2.2644 0.0561 2.0021
C -2.96134 -2.16783 3.17438 1.6716 -0.1853 -1.0875
C -1.22693 -1.86817 1.48924 1.2268 -1.1307 -0.5690
C -1.37374 -3.96932 2.76109 1.4947 0.5294 -1.8236
C -0.23715 2.92225 -2.39802 -1.1039 -0.7033 -0.3994
C -2.48528 -3.44864 3.45309 -2.0559 0.8650 1.3264
C -0.73056 -3.17660 1.78489 -1.3980 0.3389 0.8286
C 3.02411 -0.45010 -4.12299 0.6198 -0.3446 -0.5229
C 0.32822 -0.80753 -1.74304 2.0837 3.0419 1.5155
C 0.84391 4.20509 3.80686 -0.1540 0.3901 0.2478
C 3.63186 2.39966 -1.94395 -0.4413 2.3319 -3.7479
C -0.64317 -1.73377 -2.24936 0.3052 -0.7117 -0.4839
C 1.04094 3.69466 1.48019 0.5609 0.6891 -1.1804
C 4.24122 -0.55603 -4.91547 -1.5050 0.6017 1.1106
C 4.11306 1.93227 -0.59809 -0.4758 -0.2719 -0.6561
H 3.21633 0.08601 -3.19361 -0.3119 -0.1688 -0.1659
H -1.60810 -1.33621 -2.56392 0.1604 0.3254 0.5041
H 3.76774 0.90456 -0.48551 -0.1784 0.0394 0.1762
H 2.27527 0.03588 -4.74841 -0.1907 -0.0158 0.3866
H -0.15205 2.39454 -1.44808 0.2764 -0.0469 -0.0915
H -0.19338 1.11966 3.17381 0.0577 -0.3531 -0.0498
H -3.52698 -4.71200 0.51840 0.3641 0.1748 0.0512
H 0.70718 3.39212 -2.67293 0.0677 -0.7032 -0.4079
H 2.80815 -1.50817 -3.97489 -0.6845 0.1718 0.4956
H -4.08891 -3.04810 0.52738 0.2402 0.1314 -0.0559
H -3.04487 -4.00356 4.19154 0.1551 -0.2499 0.1896
H -0.90776 3.76055 -2.20926 -0.3819 -0.2118 -0.2669
H 1.22254 4.02046 0.46665 0.2363 0.0347 -0.1690
H 0.10243 -3.64221 1.27919 0.3224 0.3159 -0.1968
H 0.48926 1.70065 0.91457 0.1090 -0.0894 -0.0572
H -2.83484 -0.42033 2.04453 0.3177 0.3154 -0.3413
H -0.18979 -2.13455 -3.15596 -0.0755 -0.4062 -0.0429
H 1.52796 5.59903 2.31748 0.0206 0.0611 0.0776
H -3.09582 -3.64765 -0.85700 -0.2125 -0.0016 0.0698
H 3.72465 2.53708 0.22132 -0.3340 0.0314 -0.2558
H 5.19519 1.91429 -0.46862 0.0198 0.2104 -0.6131
H -0.70742 -2.49109 -1.46804 -0.4697 -0.2385 -0.1500
H -0.74372 -1.13962 0.85511 0.4626 -0.2968 -0.2950
H 0.93750 4.96178 4.57176 -0.0344 -0.2254 0.3882
H -0.96032 -4.94202 2.98318 -0.1180 -0.1298 0.0755
```
Positions in Å, forces in eV/Å.

natural (NBO) atomic charge list, values in e, 6 entries: number 1, F, carries -0.3158; number 2, F, carries -0.3638; number 3, N, carries -0.4283; number 4, N, carries -0.3777; number 5, N, carries -0.3931; number 6, N, carries -0.3639



[3]
Density functional theory data (wB97M-V/def2-TZVPD) for C20H26AsF3N3NiOS6Sb as an isolated structure.

Charge: -2
Spin multiplicity: 1
HOMO-LUMO gap in eV: 5.498
Energy relative to the best compared isomer or geometry (same formula, charge and spin) in kcal/mol: 11.7

Geometry as XYZ:
```
62
Properties=species:S:1:pos:R:3:forces:R:3
Sb 0.71508 0.84185 2.63599 -0.0305 -0.0251 0.0236
As 3.24321 -0.29240 0.19130 0.0998 0.1956 -0.1003
Ni -0.68807 -1.35423 -0.30172 0.0483 -0.2024 0.1284
S 3.12885 0.79367 -1.63652 -0.0222 -0.0346 0.0409
S -0.05967 -3.47234 -0.45251 -0.1534 0.2978 -0.0523
S 5.05700 -1.33616 0.32979 -0.0025 -0.0249 0.0627
S -1.76954 0.24738 -4.37018 -0.0313 -0.0484 -0.0166
S -2.66639 -0.86225 0.77730 0.0767 0.0064 0.0169
S 1.19832 -1.97896 -1.14590 -0.0434 -0.1624 -0.0588
F -3.97320 1.73398 2.25398 0.0025 0.0053 0.0012
F -5.05303 1.45865 0.40438 -0.0016 -0.0103 -0.0045
F -4.39999 3.43130 0.99002 -0.0016 0.0001 -0.0044
O 1.75939 -3.06488 -4.93702 -0.0274 0.0252 -0.0203
N -0.97568 0.52635 -0.50809 -0.0116 -0.0208 -0.0079
N 0.18591 -1.56477 -4.31675 -0.0504 0.0328 -0.0053
N -1.68890 -2.11990 -3.12580 0.0176 0.0888 0.1339
C 0.58717 -2.76703 -4.83344 0.0825 -0.0324 0.0258
C -1.50898 -3.20600 -6.18519 0.0071 0.0130 -0.0080
C 2.52870 1.18400 3.75859 0.0122 0.0104 -0.0052
C -2.09472 3.01015 -0.36162 -0.0003 -0.0173 0.0206
C -2.14665 0.66638 0.14896 -0.0458 -0.0045 0.0102
C -0.46387 -3.68238 -5.40161 -0.0194 -0.0284 -0.0025
C -2.73433 1.93478 0.24112 0.0084 0.0024 -0.0295
C 0.72411 -1.28652 2.90594 0.0213 -0.0394 0.0019
C -0.29400 -5.05142 -5.23307 -0.0034 0.0095 0.0136
C -2.21745 -5.46466 -6.61484 0.0019 -0.0041 -0.0043
C -1.11045 -1.20600 -3.89586 0.0685 -0.0526 -0.0557
C -0.55546 1.16865 4.37167 0.0009 0.0132 0.0114
C -0.89866 2.82583 -1.03040 0.0032 0.0145 0.0048
C -1.17654 -5.93989 -5.82770 -0.0044 -0.0004 -0.0009
C -4.02534 2.12554 0.96797 -0.0014 0.0112 0.0122
C -2.37867 -4.09841 -6.79577 0.0025 0.0111 -0.0119
C -3.87574 -4.18347 -3.59649 -0.0050 -0.0014 0.0108
C -3.04766 -2.00057 -2.61943 -0.0251 -0.0179 -0.0220
C -0.35820 1.54997 -1.08020 0.0369 0.0040 0.0087
C -4.05913 -2.67223 -3.53939 0.0085 0.0083 -0.0145
H -0.26167 -1.60017 3.24973 -0.0100 0.0028 -0.0076
H -0.25908 0.50514 5.18664 0.0103 0.0048 -0.0025
H -1.05076 -7.00518 -5.67862 0.0007 0.0010 0.0012
H -1.63914 -2.13841 -6.31945 0.0002 0.0025 0.0115
H 0.53763 -5.40092 -4.63548 -0.0032 0.0020 0.0096
H 1.48190 -1.55149 3.64528 -0.0265 0.0066 0.0194
H -3.27967 -0.94380 -2.49038 0.0159 0.0022 0.0076
H -0.47393 2.20517 4.70545 -0.0094 -0.0034 0.0021
H 3.30682 0.52619 3.37183 -0.0027 0.0047 -0.0162
H -0.37515 3.64812 -1.49538 -0.0086 0.0051 0.0012
H 2.35551 0.96771 4.81445 0.0062 -0.0158 -0.0035
H 0.92921 -0.91615 -4.08478 0.0170 -0.0016 -0.0104
H -1.07156 -2.74980 -2.60196 -0.0230 -0.0290 -0.1199
H -2.87687 -4.44267 -3.95048 -0.0010 -0.0042 0.0094
H 2.86094 2.21647 3.64745 -0.0044 0.0029 0.0199
H -1.59407 0.96720 4.10507 0.0066 -0.0029 -0.0108
H -5.06101 -2.42802 -3.17399 0.0006 0.0063 -0.0024
H 0.60356 1.33933 -1.54109 -0.0063 -0.0112 0.0026
H -3.18924 -3.72239 -7.40816 -0.0005 -0.0013 0.0013
H -2.90592 -6.15888 -7.08166 0.0003 0.0001 -0.0006
H -4.59758 -4.65077 -4.27009 0.0049 -0.0037 -0.0026
H -2.53940 3.99426 -0.29627 0.0009 0.0024 -0.0001
H 0.94620 -1.79327 1.96814 0.0216 0.0142 0.0003
H -3.96997 -2.23626 -4.53898 -0.0033 -0.0037 -0.0002
H -3.99944 -4.62293 -2.60365 -0.0038 -0.0002 0.0007
H -3.05399 -2.46350 -1.63245 -0.0007 -0.0027 -0.0124
```
Positions in Å, forces in eV/Å.

natural (NBO) atomic charge list, values in e, 6 entries: number 1, Sb, carries 1.0323; number 2, As, carries 0.5538; number 3, Ni, carries 0.6397; number 4, S, carries -0.8274; number 5, S, carries -0.5072; number 6, S, carries -0.7681



no.,F_max (eV/A)
1,2.920
2,5.815
3,0.339